2 unconnected molecules or ions with the total composition C5H6N2O in a non-equilibrium geometry. Source: OMol25; level of theory: ωB97M-V/def2-TZVPD.

```
14
Properties=species:S:1:pos:R:3:mulliken_charge:R:1
H -0.68 -2.38 0.58 0.246
N -0.97 -1.76 -0.18 -0.695
C -0.71 -0.51 0.01 0.673
C -1.68 0.53 -0.50 -1.078
C -0.03 -0.06 1.26 0.402
N 0.51 0.18 2.25 -0.670
H -2.20 0.14 -1.37 0.348
H -2.41 0.79 0.27 0.328
H -1.13 1.44 -0.76 0.342
C 1.21 -0.06 -1.16 -0.610
C 1.94 0.39 -0.29 0.407
O 2.73 0.93 0.57 -0.499
H 0.98 -0.35 -2.15 0.425
H 2.44 0.71 1.48 0.381
```

Properties
lowest unoccupied orbital energy	0.007	hartree
DFT total energy	-378.72474	Eh
structure (SMILES)	[H]/N=C(/C)C#N.C#CO
F_max	3.5	eV Å⁻¹
highest occupied orbital energy	-9.765	eV
ΔE to the lowest compared entry with this formula, charge and spin	3.9784	eV